The following is a quantum chemistry calculation of a 2-piece molecular cluster, C18H33FN4O10P overall, from OMol25.

Values from the calculation:
charge: +1
E: -57636.295 eV
E_HOMO: -11.7 eV
Kohn-Sham gap: 7.94 eV

```
67
Properties=species:S:1:pos:R:3:forces:R:3
C -1.701 2.333 1.083 -0.19 -0.50 0.28
C -0.280 1.897 1.344 -0.52 0.18 -0.05
F -0.185 0.532 1.001 0.28 -0.05 0.28
C 0.811 2.648 0.587 0.71 0.38 -1.96
C 0.486 4.142 0.299 0.30 -0.25 0.59
O -0.252 4.231 -0.898 -0.28 0.00 0.48
C -1.362 5.123 -0.909 -0.18 0.34 -0.84
O -2.534 4.464 -1.242 0.32 -0.09 0.31
C -2.607 4.080 -2.618 -0.26 -0.15 -0.12
C -2.854 2.595 -2.747 -0.26 -0.02 0.30
O -4.034 2.205 -2.060 0.08 -0.14 -0.16
C 1.028 2.022 -0.832 -0.19 -0.39 0.22
C 1.999 0.922 -0.629 -0.74 0.06 -0.06
C 2.131 -0.205 -1.568 0.52 -0.43 0.40
C 0.775 -0.841 -1.944 -0.67 0.63 -0.57
O 0.405 -0.696 -3.093 0.11 0.03 0.50
N 0.018 -1.465 -0.967 1.49 -1.59 -1.32
C -0.999 -2.315 -1.637 -0.74 0.09 0.71
C 0.810 -2.311 -0.022 -0.19 0.52 0.96
N 2.694 1.169 0.432 -0.48 -0.63 -0.61
N 3.764 0.367 0.853 -0.28 0.19 0.21
C 4.815 0.518 0.211 -1.76 0.25 0.85
O 5.780 0.647 -0.355 2.00 -0.06 -0.93
C 2.216 2.406 1.164 1.11 -0.14 1.64
O 3.124 3.431 0.918 -0.49 0.09 -0.94
P 2.442 2.054 2.997 0.82 -0.38 1.16
O 3.833 2.272 3.373 0.15 0.03 -0.56
O 1.445 2.993 3.806 -0.38 -0.21 -0.49
O 1.979 0.549 3.281 -0.43 0.36 -0.49
H -2.334 1.743 1.744 -0.06 -0.08 -0.02
H -2.009 2.126 0.064 0.12 0.21 -0.18
H -1.883 3.370 1.344 0.09 0.15 -0.16
H -0.121 1.936 2.419 0.13 0.17 0.00
H -0.044 4.550 1.159 -0.11 0.25 -0.04
H 1.421 4.683 0.175 0.07 0.04 0.13
H -1.160 5.878 -1.674 0.19 0.04 0.00
H -1.487 5.643 0.039 -0.07 -0.29 0.26
H -3.450 4.603 -3.068 -0.02 0.14 0.01
H -1.692 4.335 -3.154 0.07 0.12 0.01
H -1.995 2.023 -2.384 0.11 -0.03 -0.06
H -3.017 2.355 -3.796 0.11 -0.03 -0.09
H -3.811 2.049 -1.139 -0.11 0.13 0.09
H 0.119 1.723 -1.338 -0.07 -0.13 0.00
H 1.561 2.699 -1.506 -0.18 0.33 0.04
H 2.808 -0.971 -1.200 0.18 0.13 0.14
H 2.566 0.166 -2.496 -0.19 0.14 -0.14
H -1.766 -1.708 -2.103 0.13 0.11 -0.24
H -1.479 -2.930 -0.883 0.02 0.06 0.15
H -0.540 -2.995 -2.350 0.05 0.12 -0.21
H 1.883 -2.202 -0.134 0.04 0.03 -0.14
H 0.562 -3.381 -0.072 -0.08 0.54 -0.35
H 0.576 -1.994 0.996 -0.04 -0.05 0.08
H 4.025 3.124 1.097 -0.02 0.18 0.58
H 0.940 2.489 4.459 -0.03 0.18 0.14
H 1.304 0.218 2.668 -0.06 -0.20 0.15
C -0.251 -6.033 0.487 0.04 0.12 -0.07
O -0.592 -4.908 0.135 -0.09 -0.42 0.11
N -1.091 -6.988 0.886 -0.05 -0.17 0.07
C -0.629 -8.305 1.292 -0.18 0.09 -0.02
C -2.518 -6.698 0.915 0.11 0.12 -0.06
H 0.805 -6.346 0.497 0.00 0.00 0.00
H -1.069 -9.067 0.649 0.04 -0.05 0.03
H -0.919 -8.499 2.325 0.03 -0.06 0.00
H 0.454 -8.361 1.214 0.01 0.03 -0.01
H -2.863 -6.427 -0.082 -0.05 0.00 0.01
H -2.714 -5.861 1.585 -0.05 -0.01 0.00
H -3.059 -7.574 1.261 0.03 -0.04 0.01
```
Positions in Å, forces in eV/Å.